Entry 1:
Molecular formula: C5H9NO4
Method: DFT, ωB97M-V/def2-TZVPD

Each atom is followed by the atoms it is bonded to, with distances in Å.
Positions of all 19 atoms, in Å:
1 C -1.46292 -0.83812 -1.35048  C2 1.535, H10 1.099, H11 1.097, H12 1.097
2 C -0.40862 0.26251 -1.16918  C1 1.535, N3 1.456, C8 1.522, H13 1.097
3 N -0.26372 0.69568 0.21364  C2 1.456, C4 1.482, H17 1.015
4 C 0.90918 0.29694 1.02626  N3 1.482, O5 1.224, C6 1.521
5 O 1.62299 1.07133 1.64966  C4 1.224
6 C 1.54711 -0.95891 0.45161  C4 1.521, O7 1.424, H15 1.095, H16 1.100
7 O 1.72090 -0.91659 -0.96152  C6 1.424, C8 1.332
8 C 0.90877 -0.22272 -1.75760  C2 1.522, O7 1.332, O9 1.205
9 O 1.21604 -0.04076 -2.90858  C8 1.205
10 H -1.41075 -1.56147 -0.52511  C1 1.099
11 H -2.45980 -0.38034 -1.34064  C1 1.097
12 H -1.32594 -1.34671 -2.31272  C1 1.097
13 H -0.69555 1.13213 -1.77346  C2 1.097
14 H -1.02205 1.92208 2.04765  O18 1.062
15 H 2.54533 -1.09674 0.87935  C6 1.095
16 H 0.94639 -1.83355 0.74056  C6 1.100
17 H -1.15240 0.75600 0.70110  N3 1.015
18 O -0.55933 1.96804 3.00245  H14 1.062, H19 0.962
19 H -0.65565 1.09120 3.38701  O18 0.962

Output
- LUMO level: 0.137 eV
- M: 147.13 g/mol
- Total charge: 0
- Electronic energy: -551.59091 a.u.
- HOMO level: -10.141 eV
- SMILES: C[C@H]1NC(=O)COC1=O.O
- Gap between HOMO and LUMO: 10.278 eV


Entry 2:
Molecular formula: C8H14N3O
Method: DFT, ωB97M-V/def2-TZVPD

Each atom is followed by the atoms it is bonded to, with distances in Å.
Positions of all 26 atoms, in Å:
1 C 0.09909 -0.29337 0.15057  C2 1.493, C5 1.339, N9 1.399
2 C -1.29366 0.21585 0.32286  C1 1.493, N10 1.401, O12 1.223
3 C -1.39098 -1.97703 -0.12035  C4 1.318, N9 1.375, N10 1.363
4 C -1.76095 -3.22960 -0.29936  C3 1.318, H13 1.047, H14 1.070
5 C 1.27619 0.32976 0.28524  C1 1.339, C6 1.454, N11 1.503
6 C 2.67112 0.04606 0.57920  C5 1.454, H15 1.143, H16 1.090, H17 1.024
7 C -3.57491 -0.79043 0.32481  N10 1.442, H18 1.096, H19 1.093, H20 1.118
8 C 1.65165 2.49177 -0.72695  N11 1.403, H21 1.096, H22 1.204, H23 1.162
9 N -0.05747 -1.64687 -0.16615  C1 1.399, C3 1.375, H24 1.044
10 N -2.15280 -0.86811 0.10004  C2 1.401, C3 1.363, C7 1.442
11 N 1.08780 1.81902 0.36780  C5 1.503, C8 1.403, H25 1.066, H26 1.049
12 O -1.58086 1.38541 0.53604  C2 1.223
13 H -2.77854 -3.46112 -0.38037  C4 1.047
14 H -1.05358 -4.00548 -0.50790  C4 1.070
15 H 3.31565 0.93128 0.90592  C6 1.143
16 H 3.25168 -0.32407 -0.26612  C6 1.090
17 H 2.70716 -0.56412 1.40032  C6 1.024
18 H -4.03950 -1.01220 -0.64242  C7 1.096
19 H -3.84309 -1.66239 0.92597  C7 1.093
20 H -3.51508 0.19702 0.84622  C7 1.118
21 H 2.74712 2.50816 -0.75605  C8 1.096
22 H 1.23394 1.98831 -1.73725  C8 1.204
23 H 1.36898 3.61891 -0.70418  C8 1.162
24 H 0.75782 -2.27737 -0.33097  N9 1.044
25 H 0.04387 1.97720 0.51768  N11 1.066
26 H 1.54733 2.16240 1.24571  N11 1.049

Output
- LUMO level (alpha / beta): -3.651 / -3.650 eV
- M: 168.22 g/mol
- Total charge: +1
- Electronic energy: -552.44929 a.u.
- HOMO level (alpha / beta): -11.602 / -11.602 eV
- SMILES: C=c1[nH]/c(=C(\C)[NH2+]C)c(=O)n1C
- Gap between HOMO and LUMO (alpha / beta): 7.951 / 7.952 eV


Entry 3:
Molecular formula: C5H6INO
Method: DFT, ωB97M-V/def2-TZVPD

Each atom is followed by the atoms it is bonded to, with distances in Å.
Positions of all 14 atoms, in Å:
1 C -0.77874 -1.43776 -0.48435  C3 1.320, O7 1.305, H9 1.091
2 C 0.99163 -2.24943 0.47685  C4 1.297, O7 1.355, H10 1.061
3 C -0.15587 -0.31152 -0.19131  C1 1.320, C4 1.684, C5 1.501
4 C 1.14234 -0.97365 0.65190  C2 1.297, C3 1.684, N6 1.412
5 C -0.28845 1.18324 -0.22241  C3 1.501, H11 1.179, H12 1.078, H13 1.182
6 N 2.18525 -0.25146 1.27294  C4 1.412, I8 2.125, H14 1.037
7 O -0.15030 -2.54261 -0.19046  C1 1.305, C2 1.355
8 I 4.08048 -0.46014 0.33393  N6 2.125
9 H -1.79108 -1.66133 -0.82343  C1 1.091
10 H 1.48112 -3.14542 0.76524  C2 1.061
11 H 0.57613 1.69670 0.39229  C5 1.179
12 H -0.18908 1.47138 -1.25663  C5 1.078
13 H -1.27072 1.47589 0.36660  C5 1.182
14 H 2.00146 0.76888 1.25813  N6 1.037

Output
- LUMO level: -0.546 eV
- M: 223.01 g/mol
- Total charge: 0
- Electronic energy: -621.71235 a.u.
- HOMO level: -8.570 eV
- SMILES: Cc1cocc1NI
- Gap between HOMO and LUMO: 8.024 eV


Please write out number 2 again, unchanged.
Molecular formula: C8H14N3O
Method: DFT, ωB97M-V/def2-TZVPD

Each atom is followed by the atoms it is bonded to, with distances in Å.
Positions of all 26 atoms, in Å:
1 C 0.09909 -0.29337 0.15057  C2 1.493, C5 1.339, N9 1.399
2 C -1.29366 0.21585 0.32286  C1 1.493, N10 1.401, O12 1.223
3 C -1.39098 -1.97703 -0.12035  C4 1.318, N9 1.375, N10 1.363
4 C -1.76095 -3.22960 -0.29936  C3 1.318, H13 1.047, H14 1.070
5 C 1.27619 0.32976 0.28524  C1 1.339, C6 1.454, N11 1.503
6 C 2.67112 0.04606 0.57920  C5 1.454, H15 1.143, H16 1.090, H17 1.024
7 C -3.57491 -0.79043 0.32481  N10 1.442, H18 1.096, H19 1.093, H20 1.118
8 C 1.65165 2.49177 -0.72695  N11 1.403, H21 1.096, H22 1.204, H23 1.162
9 N -0.05747 -1.64687 -0.16615  C1 1.399, C3 1.375, H24 1.044
10 N -2.15280 -0.86811 0.10004  C2 1.401, C3 1.363, C7 1.442
11 N 1.08780 1.81902 0.36780  C5 1.503, C8 1.403, H25 1.066, H26 1.049
12 O -1.58086 1.38541 0.53604  C2 1.223
13 H -2.77854 -3.46112 -0.38037  C4 1.047
14 H -1.05358 -4.00548 -0.50790  C4 1.070
15 H 3.31565 0.93128 0.90592  C6 1.143
16 H 3.25168 -0.32407 -0.26612  C6 1.090
17 H 2.70716 -0.56412 1.40032  C6 1.024
18 H -4.03950 -1.01220 -0.64242  C7 1.096
19 H -3.84309 -1.66239 0.92597  C7 1.093
20 H -3.51508 0.19702 0.84622  C7 1.118
21 H 2.74712 2.50816 -0.75605  C8 1.096
22 H 1.23394 1.98831 -1.73725  C8 1.204
23 H 1.36898 3.61891 -0.70418  C8 1.162
24 H 0.75782 -2.27737 -0.33097  N9 1.044
25 H 0.04387 1.97720 0.51768  N11 1.066
26 H 1.54733 2.16240 1.24571  N11 1.049

Output
- LUMO level (alpha / beta): -3.651 / -3.650 eV
- M: 168.22 g/mol
- Total charge: +1
- Electronic energy: -552.44929 a.u.
- HOMO level (alpha / beta): -11.602 / -11.602 eV
- SMILES: C=c1[nH]/c(=C(\C)[NH2+]C)c(=O)n1C
- Gap between HOMO and LUMO (alpha / beta): 7.951 / 7.952 eV


- Number 1 is which compound?
  C5H9NO4